[1]
C9H6Cl2O2 in the gas phase in a non-equilibrium geometry. Source: the Open Molecules 2025 dataset; level of theory: ωB97M-V/def2-TZVPD.

XYZ file:
```
19
Properties=species:S:1:pos:R:3:nbo_charge:R:1
C -1.756 -1.142 -0.153 0.198
C 1.427 0.865 -0.205 -0.284
Cl -2.770 -1.679 -1.592 -0.058
C 2.698 0.258 -0.134 -0.143
H 1.312 1.873 -0.190 0.211
H -1.285 0.809 -1.268 0.253
C -2.716 -1.317 1.063 0.412
O -2.618 -2.146 1.895 -0.464
H 1.913 -3.033 -0.017 0.250
C -1.179 0.386 -0.285 -0.462
C 2.828 -1.087 0.029 -0.051
H 3.503 0.946 0.062 0.229
C 1.696 -1.941 -0.154 -0.374
H -3.577 -0.589 1.058 0.114
Cl 4.405 -1.801 0.116 0.038
C 0.274 0.106 -0.234 -0.029
C 0.466 -1.325 -0.099 0.367
H -1.670 1.136 0.546 0.232
O -0.723 -2.029 0.030 -0.437
```

Output
* HOMO level (spin up / spin down): -5.187 / -9.414 eV
* orbital gap (spin up / spin down): 5.648 / 6.324 eV
* multiplicity: 3

=====

[2]
A molecular structure, C29H66N3O15S5 in a non-equilibrium geometry. Source: the Open Molecules 2025 dataset; level of theory: ωB97M-V/def2-TZVPD.

XYZ file:
```
118
Properties=species:S:1:pos:R:3:lowdin_charge:R:1
O 1.558 -22.270 -29.754 -0.286
H 6.628 -27.463 -31.127 0.106
C 3.843 -29.081 -34.883 -0.207
C -1.551 -30.351 -34.734 -0.207
H -1.728 -24.622 -27.252 0.161
O -3.919 -21.970 -34.217 -0.315
H -0.675 -25.384 -31.981 0.096
O -5.668 -22.580 -35.858 -0.269
S 2.686 -29.669 -36.115 0.704
H -2.037 -29.559 -35.441 0.133
H 0.206 -28.995 -34.385 0.146
H 0.891 -32.680 -34.547 0.127
O -2.936 -26.775 -27.585 0.095
H 3.724 -28.880 -38.423 0.186
H 3.612 -18.647 -28.922 0.101
H 2.190 -18.412 -29.764 0.131
O 3.972 -22.770 -29.274 -0.357
H 1.868 -18.726 -27.441 0.216
C 2.518 -21.003 -27.767 -0.265
C -2.614 -26.160 -28.606 -0.397
O -0.505 -31.245 -31.913 -0.311
S 2.765 -21.843 -29.256 0.651
C 0.544 -26.553 -33.220 -0.393
H 0.737 -24.834 -30.429 0.076
H 0.086 -28.900 -29.319 0.100
H -2.630 -21.998 -36.540 0.047
C -0.069 -32.177 -34.270 -0.281
C 4.610 -26.462 -31.936 -0.219
O 1.643 -30.700 -33.054 -0.260
C -3.329 -22.682 -36.651 -0.159
H 3.761 -28.013 -34.570 0.106
H -0.946 -30.484 -28.208 0.163
H -1.423 -32.304 -36.170 0.157
H 1.761 -24.683 -31.595 0.051
H 5.575 -25.559 -34.597 0.129
C 4.818 -25.072 -32.641 -0.250
C 1.208 -25.360 -31.160 0.010
H 6.281 -24.186 -33.773 0.145
H -0.678 -32.859 -33.743 0.092
H -3.091 -24.478 -31.927 0.011
S 6.978 -26.280 -33.009 0.646
S 0.305 -31.013 -33.072 0.553
C -3.734 -25.025 -36.163 -0.316
C 2.025 -19.740 -28.181 -0.266
H 3.160 -28.461 -29.383 -0.053
O 7.539 -27.092 -34.141 -0.339
H 5.628 -28.191 -32.536 0.139
H -0.539 -25.185 -34.532 0.065
C 3.742 -29.700 -37.552 -0.303
H -2.360 -26.354 -30.767 0.005
H 5.854 -29.626 -37.834 0.174
N -2.581 -26.820 -29.956 0.072
C 5.798 -25.165 -33.582 -0.329
H 3.648 -27.186 -31.855 0.132
O 1.640 -28.728 -36.317 -0.317
H 3.904 -29.543 -33.963 0.072
H 5.738 -28.297 -35.796 0.116
C -0.560 -29.765 -33.801 -0.341
H -3.539 -28.662 -29.379 0.075
H -1.189 -29.264 -33.100 0.076
N 0.204 -25.961 -31.981 0.074
O -0.240 -28.148 -30.506 -0.349
H 3.316 -30.441 -38.113 0.078
H -3.410 -26.103 -35.901 0.134
H -0.039 -30.227 -26.467 0.150
C -3.630 -27.890 -30.102 0.010
H -0.041 -31.380 -36.248 0.111
H -3.215 -24.173 -28.486 0.110
C -0.324 -26.216 -34.385 0.001
C 5.955 -27.206 -31.936 -0.225
H 3.410 -20.792 -27.310 0.092
H 1.182 -19.957 -28.410 -0.006
H -1.365 -26.516 -34.631 0.082
H 2.334 -20.516 -31.028 0.138
S -4.419 -22.769 -35.300 0.569
H 5.227 -30.948 -37.023 0.120
C -4.161 -24.437 -34.854 -0.261
C 4.991 -29.903 -37.093 -0.278
C 2.855 -19.220 -29.393 -0.194
H 2.511 -29.488 -30.512 0.112
C 2.903 -29.304 -29.476 0.059
H -3.878 -28.204 -31.108 0.104
H 2.108 -25.878 -30.952 0.090
H -1.073 -29.058 -27.038 -0.005
O 2.383 -31.041 -35.750 -0.300
H 0.173 -26.709 -31.351 0.053
H 5.675 -29.818 -35.257 0.093
H -1.452 -24.210 -29.078 0.122
H 0.828 -28.087 -27.872 0.171
C 1.833 -29.834 -28.498 -0.329
C -0.825 -31.585 -35.426 -0.219
H -3.755 -22.349 -37.534 0.083
C 3.114 -20.448 -30.208 -0.243
H 4.260 -20.458 -30.477 0.158
O -2.305 -25.130 -31.878 -0.420
H 4.327 -26.220 -30.902 0.085
H -0.025 -26.568 -35.517 0.157
H -5.279 -24.873 -34.414 0.205
H -3.224 -24.323 -34.185 0.100
H 3.780 -29.975 -29.370 0.122
H 3.788 -24.975 -33.188 0.154
H 5.019 -24.288 -31.941 0.121
H -0.467 -28.989 -31.198 0.100
C -2.922 -24.237 -37.038 -0.173
O 7.799 -25.489 -32.212 -0.272
C -0.465 -29.686 -27.452 -0.009
C 5.051 -29.148 -35.744 -0.221
H -4.602 -27.560 -29.677 0.109
H -2.889 -24.408 -38.022 0.070
N 0.611 -29.004 -28.258 0.014
H 1.827 -21.414 -26.982 0.156
C -2.270 -24.764 -28.369 -0.024
H -1.707 -27.363 -30.086 0.088
H -4.681 -25.111 -36.806 0.150
O 1.566 -27.195 -33.417 0.116
H -1.836 -24.216 -36.883 0.109
H -2.583 -30.999 -34.075 0.214
O 2.075 -30.886 -27.892 0.115
```

Output
* relative energy (zero: lowest compared OMol25 entry of this formula, charge and spin): 659.5 kJ/mol
* charge: +1
* HOMO level: -11.535 eV
* orbital gap: 9.026 eV

=====

[3]
A molecular structure, C33H33Br2INO3Se2TaTe3. Source: the Open Molecules 2025 dataset; level of theory: ωB97M-V/def2-TZVPD.

XYZ file:
```
79
Properties=species:S:1:pos:R:3:lowdin_charge:R:1
H 2.645 -4.182 3.100 0.129
O 0.023 -1.514 -1.170 -0.213
C -0.464 2.643 2.452 -0.162
C 5.252 2.330 -1.297 -0.082
H 4.262 -4.844 4.899 0.083
C -4.672 -2.189 -1.572 -0.126
H 8.900 0.147 -3.824 0.078
C -2.288 -1.941 -1.650 -0.163
H -1.030 -2.962 3.946 0.000
H 4.542 -2.984 -0.254 0.082
H 0.615 3.119 4.233 0.121
Te 1.744 3.584 -3.721 0.328
H -1.764 2.326 0.771 0.098
H 3.683 -3.521 5.906 0.089
H 6.596 -2.644 -2.820 0.125
C -1.636 2.826 1.722 -0.033
H 4.485 2.711 -1.977 0.040
H 6.126 2.973 -1.398 0.086
C 4.695 -0.942 2.618 -0.296
C 5.518 0.313 2.487 -0.078
Ta 0.696 0.496 -0.905 0.980
C 1.930 -2.987 0.887 -0.075
C 5.215 -1.500 -1.667 -0.302
H -5.661 -1.760 -1.486 0.101
C -4.512 -3.565 -1.691 -0.718
Te 3.352 0.148 0.200 1.520
C -2.638 3.643 2.219 -0.068
C 5.608 0.908 -1.648 -0.309
C 6.326 -1.649 -2.485 -0.003
C 3.221 -3.272 2.968 -0.026
C 4.180 -2.935 3.908 -0.254
N 0.425 1.121 0.752 -0.250
H -3.262 4.901 3.838 0.109
C 4.918 -1.775 3.704 -0.001
H -1.138 -3.747 -1.813 0.129
Se 1.989 -0.380 -3.248 -0.014
C 3.703 -1.309 1.691 -0.362
H -3.661 -0.299 -1.480 0.129
O 1.687 1.626 2.553 0.014
C -1.306 4.089 4.177 -0.061
C -2.131 -3.321 -1.755 0.004
C 4.875 -0.211 -1.232 -0.410
H 5.399 -3.648 5.533 0.081
H 4.873 2.440 -0.282 0.039
Br -1.578 -1.521 2.000 0.632
H 3.348 -2.548 -1.474 0.041
C 2.964 -2.484 1.849 -0.314
H -3.138 -5.206 -1.884 0.101
C 7.097 -0.564 -2.887 -0.251
O -1.151 0.169 -1.855 -0.131
H -1.183 4.580 5.133 0.109
C 6.708 0.702 -2.477 -0.007
H 4.886 1.202 2.533 0.070
C -0.301 3.277 3.681 -0.010
C 4.413 -2.716 -1.304 -0.055
H 0.946 -3.027 1.356 0.055
H 6.243 0.373 3.296 0.084
C 8.311 -0.766 -3.748 -0.039
H 1.847 -2.368 0.002 -0.005
C -3.247 -4.135 -1.789 -0.126
C 0.638 1.778 1.964 -0.560
C 4.399 -3.787 5.125 -0.036
C -3.556 -1.372 -1.565 0.001
C -1.111 -1.084 -1.579 -0.589
H 5.687 -1.503 4.419 0.122
H 2.185 -3.997 0.561 0.100
Br 0.440 -1.020 4.442 0.654
Te 2.140 1.261 -4.998 0.402
H 8.949 -1.551 -3.341 0.086
H 8.027 -1.068 -4.758 0.088
Se 1.329 2.844 -1.374 -0.008
I -6.192 -4.793 -1.716 0.929
H -1.994 -1.536 4.449 0.000
C -1.164 -1.893 3.855 -1.029
H -3.547 3.790 1.652 0.107
H 4.719 -3.568 -1.909 0.089
C -2.474 4.271 3.446 -0.067
H 6.068 0.339 1.542 0.074
H 7.282 1.563 -2.799 0.121
```

Output
* relative energy (zero: lowest compared OMol25 entry of this formula, charge and spin): 0.0 kJ/mol
* charge: +1
* HOMO level (spin up / spin down): -10.539 / -10.809 eV
* orbital gap (spin up / spin down): 6.833 / 5.606 eV
* multiplicity: 2

=====

[4]
2 unconnected molecules or ions with the total composition C6H12 in a non-equilibrium geometry. Source: the Open Molecules 2025 dataset; level of theory: ωB97M-V/def2-TZVPD.

XYZ file:
```
18
Properties=species:S:1:pos:R:3:nbo_charge:R:1
C 0.155 -0.583 -0.062 -0.272
H -0.498 2.070 -0.107 0.212
C -1.361 1.374 -0.215 -0.401
H -2.104 -1.156 1.536 0.231
H -3.107 -0.235 0.492 0.207
C -1.043 0.051 0.147 -0.074
H 3.442 0.629 0.256 0.202
H 1.813 -0.114 -1.521 0.212
C -2.233 -0.884 0.481 -0.648
H 2.416 0.058 1.501 0.207
H 3.049 -1.093 0.485 0.202
H 0.075 -1.650 0.137 0.188
H -2.285 1.758 -0.606 0.234
H 1.129 1.150 -0.456 0.194
H -2.201 -1.685 -0.261 0.229
C 1.419 0.096 -0.524 -0.436
H -1.274 0.294 -1.731 0.115
C 2.609 -0.080 0.445 -0.602
```

Output
* relative energy (zero: lowest compared OMol25 entry of this formula, charge and spin): 555.8 kJ/mol
* HOMO level: -7.262 eV
* orbital gap: 6.750 eV

=====

[5]
A molecular structure, C12H19N5O4S in a non-equilibrium geometry. Source: the Open Molecules 2025 dataset; level of theory: ωB97M-V/def2-TZVPD.

XYZ file:
```
41
Properties=species:S:1:pos:R:3:nbo_charge:R:1
H 4.358 0.238 5.142 0.258
S 2.548 1.345 -2.051 2.499
H -3.078 -5.923 -0.290 0.278
C -0.314 -1.958 -0.680 -0.714
N -0.401 -4.562 -1.157 -0.373
H 4.418 1.900 5.741 0.257
H -0.283 -0.106 -3.807 0.258
C 1.455 2.513 -0.271 -0.123
H -3.411 -0.460 1.471 0.277
H 0.139 -1.358 -1.550 0.257
H 2.817 1.194 5.471 0.261
C -3.253 -4.049 0.885 0.311
O 2.372 1.106 -3.485 -0.899
C 3.875 1.202 5.097 -0.725
C -0.336 -3.427 -0.974 0.307
C -1.980 0.969 1.143 0.324
H -0.381 1.728 -3.729 0.268
H 0.607 3.130 -0.041 0.217
H -4.744 -5.248 0.003 0.252
H 2.438 4.416 -0.934 0.192
H -4.012 1.181 1.499 0.256
C -3.176 0.562 1.786 -0.745
O 3.083 0.272 -1.232 -0.886
H -1.305 -1.595 -0.562 0.255
N -0.979 1.046 0.603 -0.370
H -3.767 -4.536 -1.163 0.264
C -2.117 0.681 -3.217 0.304
N -3.084 0.601 -2.647 -0.364
O 3.208 2.817 -1.849 -0.680
C -0.899 0.801 -4.020 -0.718
H -3.252 0.576 2.879 0.261
N -2.875 -3.412 1.737 -0.359
C 2.718 3.470 -0.646 -0.094
C -3.696 -4.946 -0.159 -0.747
H -1.163 0.843 -5.064 0.252
O 1.126 1.758 -1.476 -0.678
N 4.065 2.145 2.686 -0.354
C 3.990 1.678 3.727 0.305
H 0.187 -1.851 0.291 0.264
H 3.402 3.416 0.230 0.225
H 1.701 1.844 0.613 0.227
```

Output
* HOMO level: -11.181 eV
* orbital gap: 11.629 eV

=====

Asked for calculated total energy across the records above, the calculation gives -38564.795; -120474.568; -344697.015; -6411.180; -39224.574 eV in order.